# C3H8OSi

A cluster of 2 separate species, C3H8OSi in total in a non-equilibrium geometry (the ωB97M-V functional and the def2-TZVPD basis, the Open Molecules 2025 dataset).

The geometry in XYZ format:
```
13
Properties=species:S:1:pos:R:3:forces:R:3:lowdin_charge:R:1
Si -3.1988 0.2109 -0.5535 -1.1370 -1.1445 -2.3449 0.57
H 0.2279 0.1895 1.2278 0.1337 0.1716 -0.5145 0.08
H -2.6188 1.5661 -0.7531 0.7315 0.8709 0.9432 -0.21
H 2.4765 1.2331 0.0819 -0.1202 1.6039 0.0846 0.06
C 0.8635 -0.3835 0.5489 0.8452 1.1972 -0.0192 -0.17
O -3.2415 -0.3583 0.9462 0.4114 -0.1247 1.1806 -0.39
H 1.0406 -1.0014 -1.5545 0.2882 -1.0788 -0.4278 0.07
C 0.8472 -0.1562 -0.9543 2.1775 -0.8700 1.9580 -0.15
H 2.8660 -0.4823 -0.1120 0.2277 0.2882 -0.5150 0.08
C 2.1005 0.2850 -0.1346 -2.2029 -2.5452 -0.0605 -0.12
H 0.1599 0.4234 -1.4845 -0.8856 1.6400 -0.0277 0.06
H 1.1765 -1.3068 1.0192 -0.5304 -0.3833 -0.4823 0.08
H -2.6996 -0.2196 1.7224 0.0610 0.3748 0.2255 0.03
```
Positions in Å, forces in eV/Å.

Output
**Total charge**: 0
**Largest force on an atom**: 3.37 eV Å⁻¹
**Energy above the lowest of the compared OMol25 structures with the same formula, charge and spin**: 65.58 kcal/mol
**LUMO level**: 0.0 eV

---

# C3H8P2

A cluster of 2 separate species, C3H8P2 in total (the ωB97M-V functional and the def2-TZVPD basis, the Open Molecules 2025 dataset).

The geometry in XYZ format:
```
13
Properties=species:S:1:pos:R:3:forces:R:3:lowdin_charge:R:1
C -0.6099 -1.3257 0.5088 0.0513 -0.0575 -0.0028 -0.06
H 0.1907 1.3466 0.1648 0.0286 0.1169 0.0642 0.02
H -0.2836 -1.1367 1.5116 0.0954 -0.0259 0.3321 0.03
H -1.1763 1.2398 1.2762 -0.0092 0.0242 0.1163 0.07
H -0.8446 -0.3344 -1.3367 -0.0983 0.0382 -0.0141 0.10
H -1.4101 1.9070 -0.3386 0.0216 0.1176 -0.0160 0.07
H -2.2847 -0.3747 -0.3435 0.0441 0.0348 -0.0895 0.11
H -0.6097 -2.3340 0.1418 0.0509 -0.2851 -0.0222 0.04
P 4.3684 0.2749 0.1414 -0.6675 -0.1491 -0.2300 0.16
P 2.4887 -0.3296 -0.1778 0.6427 -0.0370 0.4312 0.20
H 2.2407 0.1607 -1.4831 0.0862 0.1492 -0.2148 -0.21
C -1.1909 -0.2439 -0.2989 -0.1895 0.2211 -0.1671 -0.38
C -0.8787 1.1502 0.2340 -0.0561 -0.1474 -0.1874 -0.14
```
Positions in Å, forces in eV/Å.

Output
**Total charge**: 0
**Largest force on an atom**: 0.77 eV Å⁻¹
**Energy above the lowest of the compared OMol25 structures with the same formula, charge and spin**: 57.32 kcal/mol
**LUMO level (spin up / spin down)**: -1.3 / -0.9 eV

---

# C3H8P2

The molecule C3H8P2 in a non-equilibrium geometry (the ωB97M-V functional and the def2-TZVPD basis, the Open Molecules 2025 dataset).

The geometry in XYZ format:
```
13
Properties=species:S:1:pos:R:3:forces:R:3:lowdin_charge:R:1
H 1.4069 -0.5329 1.6289 -0.3551 1.4219 -1.3933 0.09
C 1.7372 0.2245 0.8255 0.1979 2.1042 2.4593 -0.25
H -3.5472 0.6882 -0.9843 0.3876 1.2898 -0.2794 -0.14
H 2.7997 0.2270 1.0115 0.7561 -0.4300 -0.4928 0.04
P -0.2389 0.6848 -1.0531 2.7537 2.6371 -3.7032 0.77
H 1.5114 -1.1072 -0.7552 -0.2825 0.6672 -0.6485 0.08
H 1.5796 1.3756 1.1028 -0.5117 -2.4922 -0.1353 0.10
C -1.2988 -0.1237 -0.0433 -3.2222 -3.8788 4.4987 -0.85
H -3.3799 -1.0410 -0.6506 -0.0688 -0.3319 1.0257 -0.08
H 2.1880 0.5699 -1.2287 -1.3975 -1.0999 0.5127 0.09
C 1.3832 -0.0049 -0.6339 1.7293 -0.2097 0.2031 -0.58
P -3.0566 0.1014 0.1832 -0.1336 -1.1312 -0.8408 0.70
H -1.0845 -1.0616 0.5972 0.1468 1.4537 -1.2062 0.04
```
Positions in Å, forces in eV/Å.

Output
**⟨S²⟩**: 2.0081
**Total charge**: 0
**Largest force on an atom**: 6.76 eV Å⁻¹
**Energy above the lowest of the compared OMol25 structures with the same formula, charge and spin**: 29.97 kcal/mol
**2S+1**: 3
**LUMO level (spin up / spin down)**: 1.1 / -2.3 eV

---

# C3H8S

The molecule C3H8S in a non-equilibrium geometry (the ωB97M-V functional and the def2-TZVPD basis, the Open Molecules 2025 dataset).

The geometry in XYZ format:
```
12
Properties=species:S:1:pos:R:3:forces:R:3:lowdin_charge:R:1
H -0.3311 -0.8849 1.0022 -0.0166 -0.5610 -0.2727 0.07
C -0.6386 -0.6140 -0.0111 -0.4356 -1.2312 1.2611 -0.54
H 0.9991 0.2709 -1.1498 0.0679 0.0176 -0.0688 0.09
C 0.7979 1.2290 0.8424 -0.1292 -2.3233 -1.0846 -0.10
H 1.4036 2.0678 0.5387 -0.0129 0.4664 0.5161 0.06
S -0.8751 -1.9877 -1.2752 -0.5323 1.1414 -2.9465 0.61
H 1.4039 0.4170 1.2623 0.5077 0.4723 0.0833 0.07
H -0.8547 -3.3372 -1.4696 0.7559 0.1479 1.9923 -0.17
H -1.6995 -0.3955 0.0291 0.0757 0.5160 0.2901 0.04
H 0.0330 1.3558 1.6125 -0.0278 0.7772 -0.3783 0.07
H -0.4472 1.3198 -0.9151 0.2933 -0.4246 -0.3926 0.10
C 0.2088 0.5591 -0.4663 -0.5460 1.0015 1.0006 -0.31
```
Positions in Å, forces in eV/Å.

Output
**SMILES**: CCCS
**Total charge**: 0
**Largest force on an atom**: 3.20 eV Å⁻¹
**Energy above the lowest of the compared OMol25 structures with the same formula, charge and spin**: 43.75 kcal/mol
**LUMO level**: 0.5 eV

---

Question: What is the formula in the third record?
Answer: C3H8P2